C6H9NS | wB97M-V/def2-TZVPD

```
17
Properties=species:S:1:pos:R:3:forces:R:3:mulliken_charge:R:1
C -2.21037 -1.50938 -0.07655 -1.0 -1.1 0.1 -0.670
C -0.95838 -0.99702 0.01128 0.0 1.4 -0.9 0.220
S 0.22271 -0.35041 -1.26723 -0.8 -1.1 -0.6 -0.195
C 0.89320 1.05118 -0.28725 2.9 -3.8 3.4 0.389
C 0.43850 2.27994 -0.74670 -3.2 6.7 -2.7 -0.996
C 0.54487 0.60785 1.09874 1.3 1.7 0.7 -0.733
N 1.16730 -0.77704 1.33016 -0.9 2.0 2.5 -0.576
C -0.31482 -0.45443 1.25992 -3.5 -6.1 0.8 0.144
H -2.81725 -1.99520 -0.98476 1.9 1.6 1.9 0.227
H -2.80216 -1.61426 0.91774 1.3 0.1 -1.7 0.166
H 2.04451 1.05815 -0.17523 -1.5 -0.4 -1.1 0.277
H -0.64996 2.62807 -0.40876 1.9 -1.4 -0.8 0.273
H 0.98503 3.36839 -0.46397 -0.6 -3.4 -1.0 0.281
H 0.38995 1.99730 -1.88515 0.0 2.1 1.6 0.257
H 0.31708 1.35238 1.85106 1.3 0.4 0.4 0.410
H 1.33799 -0.76874 2.37132 0.1 -0.4 -1.3 0.241
H -0.89775 -0.84912 2.18578 1.0 1.7 -1.3 0.283
```
Positions in Å, forces in eV/Å.

Properties
**Structure (SMILES)**: C=C1S[C@@H](C)[C@@H]2N[C@H]12
**Strongest force on any atom**: 0.1546 Eh/bohr
**Lowest unoccupied orbital energy**: 0.8209 eV
**HOMO**: -0.305 Eh
**Energy above the lowest of the compared OMol25 structures with the same formula, charge and spin**: 419.0 kJ/mol
**Gap between HOMO and LUMO**: 0.3355 hartree
**Charge**: 0

C6H9O2 | wB97M-V/def2-TZVPD

```
17
Properties=species:S:1:pos:R:3:forces:R:3:mulliken_charge:R:1
C -0.40009 -0.93295 -1.73743 0.0 -1.6 0.4 -0.945
C -0.45929 0.14426 -0.95874 -0.5 0.4 -0.8 0.815
C -1.37955 1.26532 -1.38372 0.1 0.5 -0.2 -1.420
C 0.34995 0.40314 0.27861 1.4 0.6 -0.7 -0.473
C 0.83144 -0.78783 1.06141 -0.5 -0.5 1.3 -0.563
C 1.24944 -0.44547 2.51759 -0.2 0.3 0.7 0.337
O 0.30873 -0.15551 3.30308 0.2 0.1 -0.3 -0.746
O 2.47425 -0.52282 2.77585 -0.2 0.0 -0.2 -0.749
H 0.07209 -1.87160 -1.44613 0.6 0.5 0.3 0.271
H -0.95462 -1.15464 -2.64670 -0.3 0.9 0.0 0.301
H -2.17371 0.90837 -2.03300 -0.3 -0.2 0.1 0.376
H -0.91388 2.05857 -1.98861 0.4 -0.1 0.4 0.259
H -1.79504 1.74868 -0.49755 -0.2 0.0 -0.1 0.343
H 1.23579 0.95871 -0.09749 -0.1 -0.1 0.1 0.230
H -0.09973 1.14371 0.94012 -0.5 -0.3 0.1 0.380
H -0.04924 -1.42954 1.19652 0.3 -0.3 -0.2 0.326
H 1.70347 -1.33039 0.71618 -0.2 0.0 -0.9 0.258
```
Positions in Å, forces in eV/Å.

Properties
**Structure (SMILES)**: C=C(C)CCC(=O)[O-]
**Strongest force on any atom**: 0.0324 Eh/bohr
**Lowest unoccupied orbital energy**: 3.5208 eV
**HOMO**: -0.143 Eh
**Energy above the lowest of the compared OMol25 structures with the same formula, charge and spin**: 34.1 kJ/mol
**Gap between HOMO and LUMO**: 0.2728 hartree
**Charge**: -1

C6H9O3Yb | wB97M-V/def2-TZVPD

```
19
Properties=species:S:1:pos:R:3:forces:R:3:lowdin_spin:R:1
O -0.06391 -1.02101 -1.87429 0.6 0.0 2.1 0.063
Yb 1.50638 1.68406 2.51932 0.0 -0.4 -0.4 0.014
C 1.35798 0.84325 0.15147 -3.3 1.8 -2.8 0.176
O -0.43393 0.19468 1.36214 0.2 1.1 1.1 0.168
C 0.11285 -1.17697 -0.66230 -2.0 -0.2 -4.3 0.018
C 0.30670 -2.55440 -0.11691 -0.2 -0.5 0.5 0.001
H -0.09806 -3.28766 -0.82301 0.0 0.5 -0.2 0.002
H -0.25607 -2.73685 0.80684 0.6 0.1 0.2 0.000
H 1.37861 -2.78828 -0.05534 -0.2 0.2 0.5 -0.001
C 0.08781 0.07295 0.14842 3.3 -0.7 2.1 0.307
O 1.31024 1.33419 -1.10996 2.2 -1.8 1.6 0.210
C 0.78610 2.48218 -1.76398 -0.3 0.5 -0.7 0.017
H 0.41405 2.14558 -2.73788 0.1 0.0 0.3 0.000
H -0.06123 2.80856 -1.15656 0.2 0.4 -0.2 0.007
H 1.57335 3.22190 -1.94249 -0.3 0.0 0.4 0.000
C -1.76343 -0.21847 1.74183 -0.4 -1.2 -0.1 0.008
H -2.44728 -0.14598 0.89131 0.1 0.2 0.2 0.003
H -1.64230 -1.26323 2.03588 -0.5 0.1 0.2 0.005
H -2.06783 0.40550 2.58554 0.0 -0.1 -0.3 0.000
```
Positions in Å, forces in eV/Å.

Properties
**Expectation value of S²**: 0.760
**Strongest force on any atom**: 0.0925 Eh/bohr
**Lowest unoccupied orbital energy (spin up / spin down)**: -9.4604 / -9.6859 eV
**HOMO (spin up / spin down)**: -0.604 / -0.604 Eh
**2S+1**: 2
**Gap between HOMO and LUMO (spin up / spin down)**: 0.2568 / 0.2476 hartree
**Charge**: +2

C6H9O5 | wB97M-V/def2-TZVPD

```
20
Properties=species:S:1:pos:R:3:forces:R:3:mulliken_charge:R:1
C 0.27974 0.00756 -1.05261 1.0 -1.0 -0.2 -0.420
C -0.19699 -0.48407 0.04779 -1.9 -0.6 -1.6 1.184
C 0.75110 0.28851 -2.23361 -0.8 -0.5 1.7 0.383
C -1.65114 -0.94582 -0.02117 -2.7 0.1 -0.5 -1.185
C 0.49390 -0.78977 1.28512 3.3 2.9 2.3 -1.322
C 0.20708 2.66458 0.13501 1.9 -0.7 1.4 0.607
O 1.28145 -0.65787 -3.11377 -0.4 3.1 -1.8 -0.556
O 0.65524 1.49490 -2.74661 1.1 -0.2 -3.8 -0.588
O -0.43017 2.42155 1.15243 -0.6 0.2 0.2 -0.670
O 1.64399 2.29572 0.26806 -1.3 2.7 -5.1 -0.492
O -0.06632 3.15551 -0.95791 -0.1 0.4 -0.6 -0.802
H -2.39561 -0.28510 0.62240 1.6 -1.3 -1.0 0.211
H -1.71167 -2.01785 0.33507 -0.1 1.0 -0.2 0.342
H -2.14950 -0.93308 -1.11445 1.5 0.1 2.4 0.281
H 0.39874 0.11817 2.05357 -0.1 -1.8 -1.5 0.159
H 1.64632 -0.92288 1.17479 -2.0 0.3 -0.1 0.248
H 0.13246 -1.65527 1.76242 -0.6 -1.1 0.6 0.511
H 1.32609 -0.00080 -3.91278 0.2 -2.1 1.5 0.364
H 1.79326 1.92080 1.06076 0.2 -1.9 4.3 0.288
H 0.57237 2.29121 -2.21614 -0.5 0.6 1.9 0.456
```
Positions in Å, forces in eV/Å.

Properties
**Strongest force on any atom**: 0.1157 Eh/bohr
**Lowest unoccupied orbital energy**: 3.5639 eV
**HOMO**: -0.155 Eh
**Energy above the lowest of the compared OMol25 structures with the same formula, charge and spin**: 108.1 kJ/mol
**Gap between HOMO and LUMO**: 0.2857 hartree
**Charge**: -1

C6H9OS | wB97M-V/def2-TZVPD

```
17
Properties=species:S:1:pos:R:3:forces:R:3:mulliken_charge:R:1
C 0.53532 0.29586 -1.84523 1.9 2.4 -1.6 -1.154
C -0.15804 -0.19187 -0.89019 -3.2 -3.7 3.5 -0.917
C -0.40736 2.85805 -1.09388 -2.0 0.8 4.0 0.479
C -0.77029 -0.14450 1.52187 -0.8 -1.2 1.1 -1.271
C 0.45377 -2.14292 0.58375 -0.3 2.0 -0.3 -1.911
C 0.25880 -0.62720 0.53590 2.5 2.1 -1.8 1.281
O -0.95144 2.54809 -0.08885 1.3 -0.1 -2.8 -0.287
S 0.12381 4.01281 -2.03121 0.6 -0.5 -1.2 -0.320
H 1.49679 0.86083 -1.67265 0.2 -0.5 -0.5 0.423
H 0.01437 0.38813 -2.79599 0.6 0.4 -0.4 0.303
H -1.66365 -0.77913 1.38090 0.1 0.1 -0.2 0.334
H -0.51077 -0.35691 2.61488 0.0 0.9 -1.2 0.331
H -1.13442 0.84222 1.23763 0.4 0.1 0.8 0.299
H -0.49035 -2.53295 0.34282 -1.2 -1.0 -0.9 0.506
H 0.65322 -2.47084 1.55091 0.6 -0.5 2.0 0.448
H 1.23799 -2.45651 -0.05116 0.6 -0.4 -0.9 0.424
H 1.31225 -0.10317 0.70049 -1.3 -0.8 0.4 0.032
```
Positions in Å, forces in eV/Å.

Properties
**Strongest force on any atom**: 0.1168 Eh/bohr
**Lowest unoccupied orbital energy**: 2.8944 eV
**HOMO**: -0.049 Eh
**Energy above the lowest of the compared OMol25 structures with the same formula, charge and spin**: 288.4 kJ/mol
**Gap between HOMO and LUMO**: 0.1549 hartree
**Charge**: -1

C6H9P | wB97M-V/def2-TZVPD

```
16
Properties=species:S:1:pos:R:3:forces:R:3:mulliken_charge:R:1
C 0.73486 0.23937 -1.91929 -1.2 1.6 3.1 -1.101
C -0.24838 0.23124 -0.63661 -0.5 0.3 -1.1 -0.022
C -1.60097 0.50961 -0.55641 2.5 -0.3 -0.2 -0.523
C -2.02446 0.57674 0.81117 -3.8 -0.5 -0.1 -0.168
C -1.02357 0.26052 1.60043 1.4 -0.2 1.0 -0.794
C 0.26106 -0.02032 0.79959 -2.0 0.1 -0.3 0.122
P 0.95638 -1.76939 1.21646 -1.0 0.3 -0.5 -0.055
H 0.36679 0.90438 -2.73475 0.4 -0.6 0.8 0.326
H 0.83210 -0.75768 -2.21886 0.2 -1.5 -0.9 0.332
H 1.71630 0.55591 -1.47975 -0.7 0.0 -0.9 0.281
H -2.32680 0.68538 -1.29820 -0.2 0.2 -1.3 0.491
H -3.19579 0.66583 1.05656 3.1 0.1 -0.2 0.247
H -1.10727 0.23983 2.66589 0.3 -0.2 0.5 0.397
H 0.99181 0.71897 1.08440 0.6 0.2 0.0 0.404
H 0.79674 -2.22171 -0.09967 0.7 -0.1 -0.5 0.008
H -0.29028 -2.47295 1.38921 0.3 0.6 0.5 0.053
```
Positions in Å, forces in eV/Å.

Properties
**Structure (SMILES)**: CC1=CC=C[C@H]1P
**Strongest force on any atom**: 0.0738 Eh/bohr
**Lowest unoccupied orbital energy**: 0.9248 eV
**HOMO**: -0.303 Eh
**Energy above the lowest of the compared OMol25 structures with the same formula, charge and spin**: 134.2 kJ/mol
**Gap between HOMO and LUMO**: 0.3372 hartree
**Charge**: 0